(1)
{
  "formula": "C2S3",
  "method": "ωB97M-V/def2-TZVPD",
  "e_homo_ev": [-6.4, -8.4],
  "multiplicity": 3,
  "s2": 2.010,
  "energy_ha": -1270.42986,
  "relative_energy_kj_mol": 337.41,
  "orbital_gap_ev": [5.3, 5.4],
  "charge": 0,
  "species": ["C", "C", "S", "S", "S"],
  "xyz": [[0.473, -1.130, -0.349], [-0.523, 0.966, 0.637], [-0.227, -0.746, 1.366], [-0.781, 0.160, -1.140], [1.058, 0.749, -0.514]],
  "forces_ev_per_a": [[-0.043, -0.269, 0.392], [-0.117, -0.134, 0.470], [0.048, 0.125, -0.274], [1.115, 0.479, 0.070], [-1.004, -0.201, -0.658]]
}

***

(2)
{
  "formula": "C30H19Cl4CoN4O3Si",
  "method": "ωB97M-V/def2-TZVPD",
  "e_homo_ev": [0.8, -1.7],
  "multiplicity": 5,
  "s2": 6.148,
  "energy_ha": -5112.59741,
  "orbital_gap_ev": [3.6, 5.6],
  "charge": -2,
  "species": ["Co", "Cl", "C", "C", "C", "C", "O", "C", "C", "N", "C", "C", "C", "C", "C", "C", "C", "C", "N", "C", "C", "H", "H", "H", "H", "H", "H", "H", "H", "H", "H", "N", "C", "C", "C", "C", "C", "C", "H", "H", "H", "H", "H", "Cl", "Si", "Cl", "Cl", "O", "C", "N", "C", "O", "C", "C", "C", "C", "C", "C", "H", "H", "H", "H"],
  "xyz": [[-0.780, 0.474, -0.442], [-2.473, -6.303, 1.845], [-2.161, -4.609, 1.563], [-3.210, -3.707, 1.663], [-2.965, -2.371, 1.430], [-1.684, -1.894, 1.084], [-1.503, -0.637, 0.891], [-0.616, -2.848, 1.003], [0.704, -2.443, 0.666], [1.058, -1.206, 0.475], [2.340, -0.854, 0.213], [3.460, -1.680, 0.414], [4.741, -1.245, 0.142], [4.973, 0.040, -0.305], [3.900, 0.929, -0.472], [4.088, 2.271, -0.859], [2.988, 3.094, -0.988], [1.725, 2.568, -0.748], [1.512, 1.310, -0.382], [2.562, 0.488, -0.228], [-0.886, -4.203, 1.249], [-4.204, -4.057, 1.906], [-3.767, -1.650, 1.483], [1.423, -3.271, 0.561], [3.324, -2.674, 0.810], [5.576, -1.918, 0.304], [5.981, 0.383, -0.505], [5.092, 2.641, -1.032], [3.092, 4.132, -1.278], [0.854, 3.201, -0.855], [-0.082, -4.926, 1.186], [-0.890, 1.451, -1.805], [-0.609, 1.992, -2.955], [-1.596, 2.744, -3.659], [-1.297, 3.380, -4.836], [-0.019, 3.320, -5.380], [0.951, 2.559, -4.736], [0.675, 1.896, -3.569], [-2.585, 2.802, -3.228], [-2.065, 3.946, -5.351], [0.216, 3.852, -6.296], [1.946, 2.490, -5.163], [1.414, 1.268, -3.096], [-2.253, 3.983, 0.022], [-1.428, 2.229, 0.922], [-0.141, 3.321, 2.269], [-2.983, 1.912, 2.306], [1.379, -1.584, -2.454], [0.186, -1.827, -2.352], [-0.754, -1.085, -1.700], [-2.010, -1.573, -1.902], [-3.040, -1.011, -1.544], [-1.891, -2.827, -2.681], [-2.820, -3.741, -3.138], [-2.373, -4.785, -3.935], [-1.023, -4.923, -4.245], [-0.082, -4.025, -3.759], [-0.528, -2.974, -2.982], [-3.865, -3.634, -2.881], [-3.085, -5.501, -4.331], [-0.708, -5.746, -4.872], [0.971, -4.139, -3.982]],
  "forces_ev_per_a": [[0.855, -1.421, 0.733], [-0.079, -0.469, 0.086], [-0.030, 0.129, 0.012], [0.036, -0.164, 0.016], [0.182, 0.186, -0.124], [0.000, -0.966, 0.138], [-0.456, 1.312, 0.442], [-0.689, 0.182, -0.013], [0.845, -0.283, 0.053], [0.325, 0.291, -0.147], [-0.382, -0.176, 0.353], [0.227, -0.419, -0.009], [-0.073, -0.075, 0.073], [0.515, -0.041, -0.065], [0.003, 0.351, -0.102], [-0.277, -0.154, 0.038], [0.003, 0.076, -0.012], [0.074, 0.175, 0.148], [-0.218, -0.063, -0.081], [0.187, 0.144, 0.095], [-0.058, 0.203, -0.079], [-0.052, -0.025, 0.027], [-0.032, 0.109, -0.026], [-0.025, 0.148, 0.027], [-0.043, -0.087, 0.010], [0.039, -0.034, 0.018], [0.043, 0.056, -0.019], [0.038, -0.011, -0.021], [-0.036, 0.016, 0.003], [-0.127, 0.025, -0.012], [0.019, -0.010, -0.013], [-0.791, 0.641, -0.318], [0.194, 0.592, -0.986], [-0.150, -0.178, 0.231], [-0.175, 0.258, -0.216], [0.076, 0.027, -0.085], [0.243, 0.059, -0.288], [-0.039, -0.268, 0.335], [-0.040, 0.006, 0.076], [-0.037, 0.018, 0.042], [-0.018, -0.044, 0.021], [0.005, -0.048, 0.009], [0.131, -0.062, 0.103], [0.043, -0.132, -0.463], [-0.016, 0.956, 0.810], [0.179, -0.479, -0.309], [-0.110, -0.395, -0.070], [-0.567, -0.205, -0.181], [0.863, 0.528, 0.105], [-0.021, 0.473, 0.266], [-0.724, 0.907, 0.360], [0.341, -0.603, -0.399], [0.752, -0.842, -0.633], [-0.019, 0.358, 0.167], [0.083, -0.175, -0.129], [-0.221, -0.124, -0.020], [0.180, 0.265, 0.143], [-0.985, -0.561, -0.141], [-0.086, 0.044, 0.002], [0.027, -0.016, 0.043], [0.039, -0.062, -0.022], [0.031, 0.056, 0.000]]
}

***

(3)
{
  "formula": "C30H19Cl5CsN3OP",
  "method": "ωB97M-V/def2-TZVPD",
  "e_homo_ev": -4.2,
  "multiplicity": 1,
  "energy_ha": -4056.66029,
  "relative_energy_kj_mol": 181.82,
  "orbital_gap_ev": 6.0,
  "charge": -1,
  "species": ["Cs", "N", "P", "C", "C", "C", "C", "C", "C", "C", "C", "C", "C", "C", "C", "C", "C", "C", "C", "C", "N", "H", "H", "H", "H", "H", "H", "H", "H", "H", "H", "H", "H", "H", "H", "H", "Cl", "C", "C", "Cl", "C", "Cl", "C", "O", "C", "Cl", "C", "Cl", "N", "C", "C", "C", "C", "C", "C", "C", "H", "H", "H", "H"],
  "xyz": [[-1.613, -0.295, -0.981], [1.835, 2.671, -0.740], [1.998, 1.139, -1.519], [3.827, 1.167, -1.608], [4.640, 0.874, -0.510], [6.020, 0.945, -0.614], [6.606, 1.310, -1.821], [5.809, 1.597, -2.917], [4.425, 1.521, -2.812], [1.723, -0.041, -0.149], [1.176, 0.328, 1.075], [0.858, -0.642, 2.020], [1.107, -1.980, 1.755], [1.646, -2.358, 0.530], [1.941, -1.394, -0.418], [0.653, 3.373, -0.603], [0.637, 4.634, 0.009], [-0.577, 5.269, 0.158], [-1.742, 4.663, -0.303], [-1.615, 3.426, -0.902], [-0.453, 2.791, -1.057], [2.633, 3.030, -0.240], [4.177, 0.572, 0.422], [6.637, 0.710, 0.244], [7.684, 1.360, -1.905], [6.259, 1.872, -3.863], [3.812, 1.737, -3.679], [0.917, 1.363, 1.263], [0.381, -0.345, 2.945], [0.840, -2.733, 2.485], [1.784, -3.405, 0.297], [2.303, -1.705, -1.393], [1.551, 5.091, 0.364], [-0.618, 6.238, 0.640], [-2.711, 5.122, -0.179], [-2.491, 2.892, -1.253], [-7.646, 1.583, 4.193], [-6.188, 1.394, 3.284], [-6.225, 1.278, 1.894], [-7.748, 1.318, 1.077], [-5.056, 1.134, 1.169], [-5.086, 0.969, -0.559], [-3.765, 1.104, 1.775], [-2.708, 0.989, 1.100], [-3.774, 1.215, 3.200], [-2.238, 1.180, 3.986], [-4.946, 1.357, 3.919], [-4.880, 1.498, 5.645], [-0.390, -8.832, -0.914], [-0.591, -7.704, -1.036], [-0.843, -6.300, -1.187], [-0.943, -5.461, -0.078], [-1.175, -4.103, -0.269], [-1.324, -3.469, -1.522], [-1.224, -4.384, -2.593], [-0.990, -5.746, -2.461], [-0.842, -5.868, 0.923], [-1.230, -3.528, 0.660], [-1.330, -4.030, -3.620], [-0.918, -6.390, -3.331]],
  "forces_ev_per_a": [[0.165, -0.396, -0.426], [0.177, -0.084, -0.052], [-0.228, 0.206, -0.086], [0.083, -0.076, 0.199], [-0.114, 0.010, -0.056], [0.000, 0.015, -0.050], [0.046, -0.023, 0.083], [-0.106, 0.013, -0.055], [0.129, 0.030, -0.065], [0.108, -0.074, -0.002], [-0.142, 0.033, -0.085], [0.013, 0.049, 0.009], [-0.034, 0.015, 0.008], [-0.003, 0.008, 0.019], [-0.051, -0.009, -0.021], [-0.051, 0.024, -0.025], [-0.071, 0.034, 0.017], [-0.012, 0.047, 0.019], [0.096, -0.041, -0.005], [-0.046, -0.029, 0.012], [0.089, -0.116, 0.051], [-0.051, 0.067, 0.028], [0.043, -0.004, 0.016], [0.016, 0.003, -0.008], [-0.002, 0.001, 0.000], [0.023, -0.003, 0.011], [-0.053, -0.012, 0.030], [0.086, 0.008, 0.073], [0.010, -0.010, 0.011], [0.007, -0.013, -0.011], [0.000, 0.000, -0.004], [0.037, 0.023, 0.006], [0.030, -0.044, -0.014], [-0.003, -0.004, -0.001], [-0.010, -0.006, -0.010], [-0.028, 0.040, 0.013], [-0.020, 0.000, 0.014], [0.030, -0.009, -0.076], [0.007, 0.009, 0.018], [-0.005, -0.003, -0.008], [-0.060, 0.004, 0.038], [-0.055, 0.040, 0.024], [0.152, 0.040, -0.027], [-0.115, 0.179, 0.371], [-0.178, 0.038, -0.097], [0.063, -0.003, 0.026], [0.014, 0.014, 0.135], [0.001, -0.005, -0.040], [0.010, -0.001, -0.008], [-0.018, 0.018, 0.058], [0.015, -0.051, -0.100], [-0.027, 0.115, -0.049], [0.032, -0.165, 0.155], [0.021, -0.043, 0.083], [0.034, -0.070, -0.162], [-0.003, 0.048, 0.113], [0.009, -0.062, -0.020], [-0.050, 0.148, -0.111], [-0.009, 0.081, 0.041], [0.001, -0.007, -0.003]]
}

***

What is the multiplicity in the first record?
3

***

Look up the multiplicity of the third one.
1